The following is a DFT calculation (ωB97M-V/def2-TZVPD) of a cluster of 2 separate species, C8H15O3P in total.

Values from the calculation:
HOMO energy (spin up / spin down)	3.738 / -2.278	eV
charge	-2
strongest force on any atom	3.45	eV Å⁻¹
LUMO (spin up / spin down)	6.057 / 3.488	eV
multiplicity	3

```
27
Properties=species:S:1:pos:R:3:forces:R:3:nbo_charge:R:1
C -0.68533 -2.28940 -0.02530 -0.8 -0.7 -1.1 -0.50
C -0.15301 -1.24076 -0.97975 1.5 -1.1 1.3 -0.20
C 0.38260 -2.88255 0.82953 1.4 -3.1 -0.6 -1.11
C 1.45114 1.11148 0.54817 -2.3 -0.4 -0.2 -0.68
C -0.49750 2.68154 0.62338 -1.9 0.1 -1.9 -0.73
C -0.37851 0.48391 1.98869 -1.2 0.9 0.4 -0.66
C -0.73382 -0.07762 -1.11208 -2.5 0.3 0.2 -0.64
C 0.05004 1.37153 1.12547 2.5 0.3 -0.2 0.05
O 1.36502 0.71103 -2.49094 -0.6 0.4 -1.3 -0.96
O -0.80952 0.06001 -3.76387 0.7 1.0 0.0 -0.94
O -0.68375 2.22482 -2.36912 0.3 0.2 -1.5 -0.95
P -0.15576 0.80636 -2.59984 -0.8 -0.6 1.8 2.30
H -1.15977 -3.17260 -0.68340 0.6 1.9 1.5 0.18
H 0.91735 -1.32220 -1.37932 -1.8 -0.5 0.1 0.21
H 0.70864 -2.26307 1.64618 0.1 0.1 0.5 0.19
H 1.35749 -3.11432 0.22793 -1.6 0.3 0.9 0.17
H -0.02053 -3.90498 1.20760 1.0 1.5 -0.1 0.15
H 1.95328 1.91638 0.93408 2.0 2.2 0.5 0.18
H 1.30196 1.15990 -0.49462 0.7 0.5 -1.1 0.25
H 1.99236 0.20352 0.72405 -0.3 -0.8 0.7 0.20
H 0.12610 3.62125 0.71296 -0.5 -1.1 0.7 0.20
H -0.55867 2.62871 -0.56090 0.0 -0.2 2.4 0.30
H -1.60114 2.80569 0.95299 1.8 0.2 -0.2 0.19
H -1.42313 -1.84362 0.71437 0.3 -0.5 -1.3 0.20
H -1.30692 0.62824 2.51220 -0.3 -0.3 0.3 0.17
H 0.23428 -0.37167 2.10142 0.0 -0.8 0.5 0.20
H -1.67291 0.06843 -0.38989 1.8 0.1 -2.2 0.22
```
Forces are in eV/Å.



The following is a DFT calculation (ωB97M-V/def2-TZVPD) of an isolated molecule of C8H16.

Values from the calculation:
HOMO energy	-8.756	eV
charge	0
strongest force on any atom	2.03	eV Å⁻¹
LUMO	1.095	eV
SMILES	C/C=C(\C)CCCC

```
24
Properties=species:S:1:pos:R:3:forces:R:3:nbo_charge:R:1
C 0.72632 1.93136 -2.42759 -0.4 0.5 -0.2 -0.65
C 0.01663 1.14670 -1.37358 -0.3 -0.1 0.3 -0.19
C 0.09564 1.30750 -0.05403 -0.5 -0.7 -0.5 0.01
C 0.70133 2.49875 0.60560 0.5 0.7 0.6 -0.66
C -0.45259 0.18918 0.83556 0.0 1.1 1.7 -0.44
C 0.41479 -1.08322 0.81696 -0.1 -0.3 -0.3 -0.40
C -0.24213 -2.30878 0.18970 -0.7 0.3 0.0 -0.39
C -1.23093 -3.02654 1.10512 -0.1 0.3 0.3 -0.61
H 1.72690 1.52841 -2.57649 0.1 0.0 -0.1 0.22
H 0.19109 1.90638 -3.37558 0.1 -0.2 -0.1 0.22
H 0.82746 2.99768 -2.21161 0.1 -0.1 0.3 0.21
H -0.62884 0.32296 -1.67588 0.4 -0.1 -0.3 0.19
H 1.73307 2.75485 0.36388 0.1 -0.3 -0.5 0.22
H 0.72955 2.43175 1.68810 -0.2 -0.3 0.2 0.21
H 0.13145 3.40608 0.40581 -0.2 0.0 -0.2 0.22
H -1.52466 0.00081 0.75175 0.0 -0.2 -0.7 0.22
H -0.42336 0.65126 1.83203 0.1 -0.4 0.1 0.20
H 0.84333 -1.38324 1.77781 -0.2 0.3 0.2 0.20
H 1.22980 -0.79099 0.19128 0.9 -0.1 -0.3 0.21
H 0.47740 -2.97480 -0.27414 0.3 -0.3 0.4 0.20
H -0.81979 -1.97617 -0.65618 -0.3 0.4 -0.5 0.19
H -1.98070 -3.54966 0.51119 0.2 -0.4 0.2 0.21
H -1.80822 -2.31591 1.71057 0.1 0.1 -0.2 0.20
H -0.73351 -3.66436 1.83974 -0.1 -0.3 -0.3 0.20
```
Forces are in eV/Å.



The following is a DFT calculation (ωB97M-V/def2-TZVPD) of a structure of composition C8H16AgAs2F12O6.

Values from the calculation:
HOMO energy	-9.229	eV
charge	-1
strongest force on any atom	5.52	eV Å⁻¹
LUMO	-1.417	eV

```
45
Properties=species:S:1:pos:R:3:forces:R:3:nbo_charge:R:1
Ag -0.71751 -0.79411 -2.15168 -0.4 0.0 0.0 0.99
As -3.24254 -2.35932 -6.13263 -2.9 -2.4 -0.7 2.81
F -4.71445 -3.34878 -6.54194 1.4 1.2 0.4 -0.63
F -4.30377 -0.98347 -5.91105 0.5 -0.5 0.2 -0.62
F -1.94148 -1.44197 -5.49746 1.2 0.3 -0.3 -0.64
F -2.36251 -3.85927 -6.58583 0.0 1.6 0.9 -0.62
F -3.00042 -1.81011 -7.82289 0.0 -0.4 1.6 -0.63
F -3.41117 -2.88817 -4.37218 0.1 0.3 -1.8 -0.66
As -3.95612 -0.02870 2.32865 -0.6 2.1 2.2 2.79
F -5.30043 0.94616 1.59964 1.0 -1.7 0.4 -0.63
F -4.86099 -1.55611 2.31204 0.9 1.3 -0.4 -0.61
F -2.53125 -0.80742 3.13900 -1.4 0.8 -1.1 -0.63
F -3.18725 1.63454 2.41370 0.0 -2.0 -0.1 -0.64
F -4.64003 0.29606 3.99166 0.7 -0.4 -1.8 -0.63
F -3.21780 -0.32439 0.75448 -0.3 0.0 0.5 -0.64
C 2.51238 5.42050 -0.43411 -0.1 -1.5 -0.9 -0.62
C 1.88618 4.01721 -0.31219 1.1 1.5 1.0 -0.07
O 0.52792 4.23754 -0.49674 -1.9 -0.6 -1.1 -0.47
C -0.10536 3.64076 -1.48917 -4.1 -1.8 -0.8 1.00
O 0.24242 2.81305 -2.33026 0.5 1.4 1.4 -0.68
O -1.46714 3.97155 -1.32943 4.7 1.9 0.9 -0.53
C -2.55954 3.45778 -2.01979 -0.3 -0.3 1.1 -0.26
H 2.19216 6.13649 0.32280 0.3 -0.4 0.2 0.22
H 2.12638 5.77784 -1.38879 0.5 0.3 -0.2 0.21
H 3.57224 5.17190 -0.48893 0.3 1.0 0.1 0.21
H 1.98587 3.70962 0.72875 0.2 -0.6 -0.2 0.19
H 2.31249 3.31447 -1.02808 -0.1 0.0 0.1 0.20
H -3.32705 4.07206 -1.54896 -0.5 -0.2 -0.7 0.21
H -2.65816 2.48715 -1.53374 -0.6 -0.7 -1.2 0.20
H -2.52895 3.58657 -3.10172 0.1 -0.5 0.1 0.19
C 2.59635 -4.49663 4.32976 0.6 0.6 0.3 -0.65
C 3.20290 -4.60392 2.91398 -0.7 -0.3 0.6 -0.06
O 2.45060 -3.80614 1.99421 -1.2 -1.2 -0.8 -0.49
C 2.47053 -2.52015 1.88553 0.1 2.7 -2.9 1.01
O 1.86827 -1.91777 0.92765 2.7 -1.8 4.5 -0.65
O 3.36946 -2.04085 2.83939 -0.1 -0.6 -0.7 -0.54
C 3.97117 -0.77882 2.66686 -2.1 2.4 -0.6 -0.27
H 3.00760 -3.62841 4.84471 0.3 -0.1 0.1 0.22
H 2.75093 -5.38400 4.94358 0.3 0.0 -0.2 0.22
H 1.52597 -4.30023 4.39161 -0.1 -0.2 -0.8 0.24
H 3.09399 -5.62065 2.53648 -0.3 0.1 -0.1 0.20
H 4.25933 -4.36848 2.78514 0.0 0.3 0.6 0.19
H 3.11105 -0.11967 2.54928 0.0 0.5 -0.5 0.20
H 4.58652 -0.61353 1.78249 0.2 -0.7 0.0 0.19
H 4.41123 -0.29018 3.53615 0.4 -1.3 0.4 0.21
```
Forces are in eV/Å.



The following is a DFT calculation (ωB97M-V/def2-TZVPD) of a structure of composition C8H16AlFO10P.

Values from the calculation:
HOMO energy	-5.475	eV
charge	-1
strongest force on any atom	3.57	eV Å⁻¹
LUMO	-1.303	eV

```
37
Properties=species:S:1:pos:R:3:forces:R:3:nbo_charge:R:1
Al -1.95992 -1.49046 -1.54691 0.3 0.6 -0.2 1.08
P -1.27366 -4.56417 -1.99524 0.2 -1.2 -1.3 2.38
O -0.96679 -6.05406 -2.22430 -0.7 2.5 0.6 -1.03
O -2.78649 -4.09581 -2.21473 1.6 0.0 -0.1 -0.76
O -0.52607 -3.60026 -2.98008 -1.1 -0.5 0.5 -0.84
O -0.99274 -3.97571 -0.60111 -0.3 0.2 0.4 -0.95
F -2.51627 1.27518 -2.17603 0.2 -1.3 0.4 -0.90
C -3.01703 3.96664 1.28943 -0.2 0.4 0.7 -0.62
C -2.97791 2.47199 1.10639 0.3 0.2 -1.7 -0.09
O -2.07108 1.96700 2.07141 1.9 -2.6 0.6 -0.52
C -1.29842 0.84855 1.76140 0.8 1.4 2.2 1.01
O -1.19846 0.23623 0.75398 -0.7 -0.3 -0.5 -0.60
O -0.47127 0.59174 2.87747 -0.9 0.3 -0.4 -0.54
C 0.13469 -0.71161 2.95999 0.4 -0.4 -0.6 -0.26
H -2.06667 4.49535 1.36276 0.4 -0.6 -0.3 0.21
H -3.46115 4.09547 2.27648 -0.4 0.6 -0.1 0.20
H -3.56944 4.47965 0.50217 -0.3 -0.2 0.2 0.22
H -2.66294 2.18651 0.10270 0.1 -0.1 -0.2 0.26
H -3.97413 2.05524 1.25464 0.0 -0.1 0.2 0.17
H 0.79989 -0.87273 3.80831 -0.8 1.0 0.9 0.19
H 0.90520 -0.91115 2.21528 -0.6 0.2 -1.0 0.19
H -0.62684 -1.49137 2.97231 0.1 0.0 -0.2 0.19
C 3.68653 2.34455 -1.28619 1.9 1.6 0.1 -0.61
C 2.58966 1.42559 -1.47502 -2.6 1.2 -0.4 -0.08
O 2.92097 0.12081 -1.13791 -0.6 -1.7 -0.1 -0.50
C 1.91249 -0.79678 -1.03683 -1.6 0.4 -0.3 1.01
O 0.72002 -0.60228 -1.34702 3.4 -0.8 1.0 -0.64
O 2.50417 -1.89331 -0.52083 -0.4 1.7 0.3 -0.50
C 1.72849 -2.94194 0.04106 -0.2 -1.9 -1.5 -0.27
H 4.53172 2.15806 -1.94875 0.3 -0.4 0.3 0.20
H 3.99496 2.45377 -0.24646 0.2 -0.1 -0.1 0.20
H 3.34627 3.31903 -1.63649 -0.2 0.2 0.2 0.22
H 2.22206 1.64407 -2.47763 -0.1 -1.2 -0.5 0.19
H 1.74864 1.78345 -0.88112 -0.2 -0.3 0.4 0.19
H 1.35706 -3.51892 -0.80584 -0.5 0.1 0.1 0.22
H 0.88445 -2.74704 0.70265 0.3 0.8 -0.1 0.21
H 2.43004 -3.65131 0.48007 0.2 0.5 0.4 0.19
```
Forces are in eV/Å.



The following is a DFT calculation (ωB97M-V/def2-TZVPD) of a cluster of 2 separate species, C8H16BClN3O4 in total.

Values from the calculation:
HOMO energy	-12.076	eV
charge	+1
strongest force on any atom	2.14	eV Å⁻¹
LUMO	-4.525	eV

```
33
Properties=species:S:1:pos:R:3:forces:R:3:nbo_charge:R:1
C -1.31697 -3.27721 1.33178 0.0 0.0 -0.5 -1.02
B -1.12339 -3.08170 -0.20089 -0.2 -0.2 0.3 1.01
O -1.33851 -4.15304 -1.00663 0.3 0.3 0.3 -0.83
C -0.63054 -1.71453 -0.90344 0.1 -0.2 0.1 -0.64
C 0.82800 -1.22814 -0.63660 -0.8 0.6 0.2 -0.37
C 0.76914 0.07679 -1.42010 0.5 -0.7 0.2 -0.08
Cl 2.03960 1.23278 -1.14278 0.1 0.2 0.1 0.06
N -0.54157 0.55437 -0.96318 0.0 0.1 -0.2 -0.46
C -1.33639 -0.41563 -0.65730 0.2 0.1 -0.1 0.56
C -2.69020 -0.15801 -0.12868 -0.1 0.1 -0.1 -0.60
C -3.72548 -1.13211 -0.67139 -0.5 -1.5 0.9 0.79
O -4.06185 -2.13474 -0.06252 0.5 1.7 -1.2 -0.53
O -4.17207 -0.75724 -1.87548 0.2 -0.1 0.5 -0.66
H -1.14186 -2.40252 1.94447 0.0 0.2 0.2 0.22
H -2.32190 -3.64809 1.50055 -0.3 0.0 0.1 0.28
H -0.65984 -4.08468 1.64214 0.2 -0.1 0.2 0.27
H -1.01368 -4.01275 -1.89565 -0.2 -0.2 -0.5 0.49
H -0.72870 -1.83942 -1.99083 -0.1 -0.1 -0.2 0.25
H 0.84143 -0.91886 0.40454 0.5 -0.3 0.4 0.22
H 1.64608 -1.89321 -0.85549 0.1 -0.2 -0.3 0.26
H 0.72337 -0.16875 -2.47557 0.0 0.4 -0.4 0.23
H -0.73135 1.54644 -0.90504 -0.3 0.1 0.0 0.45
H -2.65498 -0.29183 0.94931 0.1 -0.2 0.2 0.30
H -2.95770 0.87589 -0.31290 -0.2 0.2 -0.2 0.26
H -4.84000 -1.40499 -2.14376 -0.2 -0.1 -0.2 0.52
C 4.09544 4.19586 1.10298 0.0 0.1 0.0 0.77
O 4.55829 3.91555 0.01196 -0.1 0.0 0.0 -0.66
N 4.51371 5.26829 1.83492 0.0 -0.1 -0.1 -0.84
N 3.10125 3.43545 1.66923 0.0 0.1 0.0 -0.86
H 4.14225 5.50804 2.73342 0.0 0.0 0.0 0.39
H 5.23880 5.83650 1.43995 0.0 0.0 0.0 0.41
H 2.81105 2.64911 1.12535 -0.1 -0.1 0.1 0.39
H 2.67857 3.62238 2.55760 0.0 0.0 0.0 0.39
```
Forces are in eV/Å.



The following is a DFT calculation (ωB97M-V/def2-TZVPD) of the ion C8H16BF3NO3S with charge -1.

Values from the calculation:
HOMO energy	-6.022	eV
charge	-1
strongest force on any atom	6.19	eV Å⁻¹
LUMO	2.972	eV

```
33
Properties=species:S:1:pos:R:3:forces:R:3:nbo_charge:R:1
C -0.63914 0.46770 3.27290 0.4 -0.6 -1.3 -0.71
C -1.61687 0.36468 2.01352 -1.2 0.0 0.1 0.35
N -2.87334 0.04995 2.20886 2.3 0.7 0.2 -0.66
C -1.14116 0.59412 0.51431 -0.9 1.2 0.8 -0.71
B -1.26816 -0.81415 -0.31659 1.5 0.0 0.9 -0.15
C 0.09551 -1.71711 -0.43019 1.0 -1.0 0.2 -0.63
C 1.33946 -1.23647 0.44117 0.9 -1.0 -1.1 -0.40
C 2.32174 -0.35676 -0.47825 0.6 0.0 0.8 -0.43
C 2.77294 1.01137 0.18302 0.3 0.2 -0.8 -0.06
O 3.43407 1.81489 -0.85731 -0.5 0.3 0.6 -0.75
S -1.97873 -0.60325 -2.07084 -4.1 -4.7 -0.2 1.82
O -3.44879 -0.29908 -1.97524 2.9 1.1 -0.5 -0.92
O -1.82141 -1.90481 -2.84104 0.8 3.0 1.0 -0.95
C -1.09579 0.69329 -3.09430 0.0 2.2 -2.4 0.73
F -0.16559 0.20482 -3.99290 -1.3 0.6 1.6 -0.32
F -0.47941 1.70179 -2.36705 -0.8 -1.7 -0.8 -0.34
F -2.07761 1.33420 -3.87726 1.7 -1.0 1.2 -0.34
H -1.09046 1.09532 4.09941 0.6 -0.8 -1.0 0.22
H -0.45573 -0.60970 3.60054 -0.3 1.4 -0.1 0.23
H 0.37476 0.85941 2.93886 -1.3 -0.2 0.6 0.21
H -3.03169 -0.06683 3.22493 0.1 0.0 -0.5 0.31
H -1.91392 1.31310 0.07069 0.9 -0.8 0.7 0.25
H -0.14692 1.12125 0.43248 -0.9 -0.6 0.3 0.20
H -2.07835 -1.48247 0.25996 -0.6 0.1 -0.7 0.04
H -0.16305 -2.77565 -0.08260 0.3 1.3 -0.5 0.21
H 0.47274 -1.85315 -1.49919 -0.4 0.1 1.3 0.22
H 1.08807 -0.75691 1.42985 0.1 -0.2 -1.1 0.19
H 1.93589 -2.17960 0.69469 -0.7 1.2 -0.1 0.19
H 1.90010 -0.20659 -1.52542 0.3 0.2 1.5 0.22
H 3.28268 -0.95390 -0.64080 -1.2 0.8 0.1 0.20
H 3.56978 0.86907 0.98800 -1.3 -0.1 -0.8 0.16
H 1.91909 1.64543 0.56574 0.8 -1.1 -0.1 0.17
H 2.97931 2.67604 -0.88997 0.3 -0.7 0.0 0.46
```
Forces are in eV/Å.



The following is a DFT calculation (ωB97M-V/def2-TZVPD) of a cluster of 3 separate species, C8H16Br4N in total.

Values from the calculation:
HOMO energy	-1.515	eV
charge	-1
strongest force on any atom	0.60	eV Å⁻¹
LUMO	2.403	eV

```
29
Properties=species:S:1:pos:R:3:forces:R:3:nbo_charge:R:1
C -2.91935 1.68417 -2.72303 0.1 -0.1 0.0 -0.93
C -1.53151 1.39190 -2.11083 -0.3 0.1 -0.2 -0.52
C -1.61986 0.28951 -1.10532 0.2 0.0 0.0 0.35
C -2.03129 0.63365 0.30579 -0.2 -0.5 -0.3 -0.69
N -1.41040 -0.95692 -1.35076 0.1 0.0 0.1 -0.76
H -3.23145 0.77500 -3.26160 -0.1 0.0 0.0 0.13
H -3.64023 1.83991 -1.90425 0.0 0.1 -0.1 0.13
H -1.13757 2.31320 -1.65898 0.1 -0.1 0.1 0.17
H -0.83976 1.07394 -2.90651 0.0 0.1 0.0 0.17
H -2.08119 -0.30659 0.85589 0.0 0.4 0.1 0.22
H -1.30919 1.31033 0.77112 -0.1 0.1 0.0 0.20
H -3.03012 1.07099 0.29652 0.1 0.3 0.0 0.23
H -1.15375 -1.06089 -2.33567 0.0 0.0 0.0 0.32
Br 2.43565 0.87857 1.09928 0.1 0.1 0.0 -0.05
C 1.67903 0.99008 -0.69303 -0.1 -0.2 0.1 -0.45
C 2.73288 1.19627 -1.74128 0.0 0.1 -0.1 -0.44
Br 3.43909 3.01315 -1.74635 0.0 0.0 0.0 -0.04
H 0.94908 1.79013 -0.66853 0.0 0.0 -0.1 0.24
H 1.16371 0.04401 -0.85097 0.0 0.0 0.0 0.26
H 2.30098 1.04701 -2.72796 0.0 0.0 0.0 0.24
H 3.58540 0.53842 -1.60628 0.0 0.0 0.0 0.22
Br -0.46782 -2.20292 1.54679 0.2 -0.2 0.0 0.05
C 0.19506 -2.54658 3.33875 -0.1 0.0 -0.2 -0.48
C 1.66234 -2.23253 3.46788 0.1 0.0 0.1 -0.44
Br 2.77986 -3.58644 2.62594 0.0 0.0 0.0 -0.03
H -0.02412 -3.58365 3.57534 0.0 0.0 0.0 0.22
H -0.37801 -1.89575 3.99685 0.0 0.0 0.0 0.22
H 1.96493 -2.22039 4.51287 0.0 0.0 0.0 0.22
H 1.91759 -1.28757 2.99831 0.0 0.0 0.0 0.24
```
Forces are in eV/Å.



Among the records above, which one has the highest strongest force on any atom? C8H16BF3NO3S